Entry from the OMol25 dataset: a 8-piece molecular cluster, C30H53F6N8O6P overall at a distorted geometry (ωB97M-V with the def2-TZVPD basis set).

Results
E_LUMO: -1.34 eV
molecular weight: 766.8 g mol⁻¹
E_HOMO: -6.9 eV

Structure (XYZ):
```
104
Properties=species:S:1:pos:R:3:forces:R:3
C -1.7371 -2.3198 2.7992 -0.3 0.1 0.2
C -0.8907 -1.0618 3.0169 -0.5 -0.6 2.0
N -0.3151 -0.5704 1.8055 2.6 0.4 -0.6
C -1.0818 -0.2646 0.7104 4.8 1.2 -1.2
C -0.0568 0.1239 -0.2070 -3.6 0.0 -1.3
N 1.2058 0.0520 0.2559 -2.5 -0.7 3.3
C 1.0475 -0.3810 1.5926 -2.0 0.4 -1.9
C 2.4256 0.4120 -0.4336 0.2 -0.5 1.2
H -2.5091 -2.2619 2.0320 0.2 0.4 -0.4
H -2.3207 -2.5065 3.7007 0.4 -0.1 0.2
H -1.1225 -3.1986 2.6039 0.1 0.1 0.1
H -0.1148 -1.2352 3.7625 0.3 -0.5 -0.3
H -1.4286 -0.2458 3.4995 -0.6 0.2 -0.3
H -2.1576 -0.1959 0.6435 -0.1 -0.5 -0.1
H -0.3212 0.4543 -1.2007 0.5 0.2 -0.2
H 1.8538 -0.4505 2.3078 -0.3 -0.4 0.1
H 2.6990 -0.4235 -1.0780 0.1 0.3 -0.2
H 3.1252 0.4663 0.4005 0.6 0.1 -0.4
H 2.3671 1.3820 -0.9274 -0.4 -0.2 -0.1
C 1.1690 1.8170 4.5928 0.2 -0.5 0.4
C 1.5471 2.9466 3.6094 0.5 -1.5 2.0
N 0.3626 3.3223 2.9200 -2.6 2.2 -1.7
C 0.1790 3.2428 1.5543 -0.4 0.3 -0.3
C -1.0339 3.8201 1.2361 1.0 -1.0 -1.1
N -1.6421 4.2333 2.3692 3.6 -0.6 3.1
C -0.7308 3.9657 3.3912 -1.1 -0.3 -0.6
C -2.8990 4.8944 2.5887 -1.4 0.3 -0.2
H 0.3633 2.0812 5.2778 0.1 0.4 0.0
H 2.0126 1.4473 5.1757 0.2 0.4 0.1
H 0.7717 0.9135 4.1304 0.0 0.2 -0.6
H 2.3341 2.5960 2.9416 -0.4 0.1 -0.5
H 1.9866 3.7875 4.1459 -0.2 0.1 0.0
H 0.9817 2.8523 0.9463 -0.4 0.0 -0.2
H -1.4437 3.8995 0.2400 -0.1 0.0 0.1
H -0.9200 4.2056 4.4271 -0.1 -0.2 -0.1
H -2.8858 5.9326 2.2568 0.2 -0.1 -0.3
H -3.2327 4.9107 3.6262 0.6 -0.5 0.1
H -3.6701 4.3212 2.0740 0.0 0.1 -0.1
C 4.9658 0.4154 -3.0423 -0.4 0.0 -0.8
C 4.3744 1.8364 -3.3216 1.2 -1.5 0.6
N 3.7713 1.8691 -4.6676 -1.5 0.6 -1.6
C 2.4192 1.6633 -4.9171 -0.2 0.9 -0.6
C 2.1430 2.1284 -6.1885 -0.4 0.1 0.5
N 3.3133 2.6739 -6.7267 1.0 -2.6 2.4
C 4.2484 2.3464 -5.8369 1.8 1.7 1.2
C 3.6620 3.2235 -8.0168 -1.2 0.2 -1.1
H 5.6234 0.3361 -2.1766 0.1 0.3 -0.2
H 5.4029 -0.0007 -3.9500 0.8 0.4 0.1
H 4.1892 -0.3374 -2.9071 -0.5 0.4 0.4
H 5.0948 2.6476 -3.2170 0.3 -0.3 -0.4
H 3.6856 2.0249 -2.4980 -0.8 0.3 -0.8
H 1.7533 1.3667 -4.1202 -0.5 0.0 -0.2
H 1.2086 2.1301 -6.7302 0.0 0.1 0.2
H 5.2762 2.6356 -5.9997 0.0 -0.1 0.2
H 3.4831 4.2985 -8.0341 -0.2 -0.1 0.1
H 2.9865 2.7108 -8.7016 0.2 0.4 -0.4
H 4.6820 3.0741 -8.3709 0.0 -0.4 0.7
C -1.7820 -3.6794 -3.1621 -0.8 0.1 -1.2
C -0.8375 -2.5898 -2.6823 -1.5 -0.7 -0.5
N -0.0107 -3.1420 -1.6414 2.3 -2.3 2.1
C 1.3626 -2.9379 -1.5041 -0.3 -1.5 2.1
C 1.7665 -3.7157 -0.4124 0.5 0.5 -1.3
N 0.7208 -4.4754 0.0315 -1.5 1.9 -1.8
C -0.3660 -4.1128 -0.7080 0.8 1.5 -0.8
C 0.7356 -5.4156 1.1248 -0.8 -0.4 1.1
H -2.4517 -3.2027 -3.8779 -0.7 0.3 0.6
H -2.3305 -4.2048 -2.3803 -0.2 0.5 -0.1
H -1.3773 -4.3990 -3.8737 1.0 -0.3 0.5
H -1.3914 -1.7513 -2.2603 -0.2 0.0 0.0
H -0.2943 -2.2782 -3.5745 0.7 0.2 0.5
H 2.0051 -2.4183 -2.1996 -0.4 0.2 0.1
H 2.7405 -3.8682 0.0285 0.0 0.2 -0.2
H -1.3897 -4.4288 -0.5711 -0.1 0.0 0.2
H -0.1687 -6.0228 1.0836 0.3 -0.4 -0.5
H 0.5798 -4.9524 2.0991 0.6 0.6 0.0
H 1.6547 -6.0014 1.1401 -0.2 0.0 -0.2
C -5.6864 -2.2504 -0.6839 -0.2 0.1 1.0
C -4.1684 -2.1206 -0.7107 -0.6 -0.1 0.2
O -3.6565 -1.0098 -0.9599 0.6 0.2 -0.1
O -3.5864 -3.2001 -0.4563 1.4 -0.6 -0.1
H -6.1494 -1.3918 -0.1977 0.0 0.4 -0.7
H -5.9232 -3.0466 0.0219 0.0 -0.4 -0.5
H -6.0626 -2.4675 -1.6837 -0.2 0.2 0.1
C -4.0647 0.1366 3.3359 -0.8 0.6 0.0
C -3.7182 1.5349 3.9408 -0.2 -0.4 -1.1
O -4.6291 2.3731 3.9652 -0.1 0.5 0.1
O -2.5284 1.6815 4.3227 0.8 0.1 0.0
H -4.2042 -0.4944 4.2137 0.4 -0.6 -0.3
H -3.3761 -0.2255 2.5725 0.4 -0.1 0.6
H -5.0146 0.1228 2.8015 -0.2 0.4 0.2
C -2.4245 2.7602 -2.4435 1.0 -0.6 0.5
C -0.8983 2.6669 -2.8108 -2.7 -1.7 -2.8
O -0.6598 2.0901 -3.9066 0.1 -0.5 -0.7
O -0.0361 3.0846 -2.0844 2.4 1.6 3.3
H -2.5173 2.5962 -1.3699 -0.1 0.6 0.3
H -2.9850 1.9116 -2.8358 0.1 0.3 -0.5
H -2.8485 3.7148 -2.7550 0.0 -0.1 0.1
P 1.4739 -3.5711 5.3642 -2.6 0.4 3.1
F 2.0399 -2.5054 4.2519 0.9 -0.6 0.4
F 1.8585 -4.8407 4.4418 1.2 0.4 0.4
F 2.8131 -3.5661 6.3665 -1.1 -0.4 -2.3
F 0.6496 -4.5544 6.4129 1.7 -0.3 0.1
F 0.8849 -2.3032 6.2333 1.0 0.3 -0.1
F 0.0516 -3.5362 4.6287 -0.8 0.2 -2.0
```
Forces are in eV/Å.